Record 1
92
Properties=species:S:1:pos:R:3:forces:R:3:lowdin_charge:R:1 method="wB97M-V/def2-TZVPD" homo_ev=-9.4 lumo_energy_ev=-0.02 smiles="CCOC(C)=O.CCOC(C)=O.CC(C)=O.CC(C)=O.CC(C)=O.CC(C)=O.BrCCBr.BrCCBr.BrCCBr"
C -12.8853 8.1591 -0.5615 -1.115 0.297 -0.246 -0.07
C -13.5522 8.2586 0.8262 1.392 -0.926 -0.042 -0.20
O -12.8084 9.2137 1.6310 -0.427 0.521 1.437 -0.04
C -12.7203 9.0064 2.9919 0.935 -2.524 1.747 -0.44
C -11.9048 10.1000 3.8060 -1.848 -0.203 -1.997 0.02
O -13.0372 7.9470 3.5476 -0.003 2.305 -1.583 0.05
H -12.8887 9.0786 -1.1469 0.188 0.392 0.461 0.07
H -13.5359 7.5409 -1.1802 0.023 -0.458 0.106 0.07
H -11.8829 7.7321 -0.5908 -0.105 0.048 0.431 0.08
H -14.6250 8.4511 0.8199 0.154 0.651 -0.196 0.12
H -13.4662 7.2809 1.3003 0.102 0.009 0.139 0.11
H -10.8593 9.9512 3.5359 -0.079 0.363 0.108 0.08
H -12.0838 10.1578 4.8796 0.000 -0.913 -0.190 0.08
H -12.3444 11.0205 3.4220 0.782 0.448 -0.185 0.07
C -21.2995 19.9081 -5.3813 -1.070 1.134 -0.168 -0.08
C -21.6419 18.7354 -4.5708 -0.400 -2.658 1.116 -0.24
O -22.2204 19.0977 -3.2855 -0.173 1.535 0.190 -0.02
C -22.6994 18.2388 -2.3809 2.126 -2.679 1.151 -0.48
C -23.3174 18.8817 -1.1033 -0.710 0.960 -0.819 0.01
O -22.4472 17.0243 -2.4375 -1.158 2.489 -0.150 0.06
H -20.6718 19.6327 -6.2288 -0.100 0.029 0.080 0.09
H -20.8448 20.7120 -4.8025 0.127 -0.115 -0.049 0.09
H -22.2874 20.2256 -5.7152 0.330 0.816 -0.536 0.08
H -22.4371 18.1392 -5.0184 0.191 -0.086 -0.438 0.13
H -20.7808 18.0708 -4.5001 -0.020 -0.106 0.801 0.12
H -23.5440 19.9443 -1.1914 0.108 0.112 -0.747 0.07
H -22.7291 18.9080 -0.1861 0.510 -0.927 -0.370 0.08
H -24.2942 18.4539 -0.8778 0.246 -0.502 -0.065 0.08
C -14.4400 17.6733 1.3467 -0.362 -0.133 -0.685 -0.02
C -15.1853 18.9647 1.4103 0.073 0.419 0.709 -0.54
C -15.7885 19.5800 0.1794 0.053 -0.592 0.061 -0.02
O -15.2929 19.4746 2.4874 -0.407 1.022 1.234 0.07
H -13.7793 17.5617 2.2065 0.180 0.268 -0.350 0.09
H -13.9781 17.6195 0.3609 0.314 -0.618 0.190 0.08
H -15.2011 16.9032 1.4721 0.010 -0.298 -0.372 0.09
H -14.9478 19.7599 -0.4907 -0.327 -0.015 -0.470 0.08
H -16.3710 20.4853 0.3503 0.348 -0.063 0.323 0.08
H -16.4739 18.8177 -0.1912 0.116 0.003 -0.644 0.09
C -22.9128 12.1151 -7.8577 -1.323 0.729 1.015 -0.05
C -22.6636 10.6151 -7.8667 -0.320 -2.592 2.166 -0.39
C -21.4269 10.0860 -8.6956 -1.658 -0.014 0.542 -0.02
O -23.3314 9.8164 -7.1260 2.445 3.232 -3.107 0.01
H -23.6548 12.3473 -7.0937 -0.339 -0.517 0.117 0.07
H -23.3579 12.5817 -8.7365 0.281 -0.577 -0.541 0.08
H -22.1435 12.8143 -7.5299 0.922 -0.675 -0.375 0.08
H -21.6364 9.0498 -8.9613 -0.006 0.045 -0.047 0.07
H -20.5308 10.0681 -8.0752 -0.058 0.295 0.096 0.08
H -21.2640 10.6733 -9.5992 0.058 0.073 0.139 0.07
C -13.4142 17.7667 -11.9725 0.188 2.202 -2.248 -0.05
C -14.2547 17.0754 -11.0132 1.222 -2.756 -1.472 -0.54
C -14.8739 15.7387 -11.4666 -0.482 0.299 0.776 -0.01
O -14.1806 17.4351 -9.8902 -1.117 0.394 2.752 0.09
H -12.4349 17.3296 -12.1675 -0.038 -0.244 0.446 0.10
H -13.3206 18.7962 -11.6266 0.521 -0.079 0.181 0.09
H -13.8566 17.8921 -12.9607 -0.239 -0.386 -0.183 0.08
H -14.8404 15.5640 -12.5420 -0.274 0.270 0.110 0.07
H -15.8715 15.6913 -11.0299 -0.328 0.046 -0.482 0.08
H -14.4007 14.8801 -10.9902 0.540 0.244 0.129 0.08
C -10.5458 5.6205 -7.2510 1.034 0.492 -0.189 -0.04
C -11.2713 4.3284 -7.1883 1.259 -0.498 -1.607 -0.53
C -12.5761 4.4610 -6.5466 -1.383 -1.386 -0.375 -0.04
O -10.8762 3.3233 -7.7734 -0.482 1.064 1.074 0.06
H -9.4732 5.4723 -7.1263 -0.009 0.119 0.232 0.09
H -10.9702 6.3552 -6.5667 0.324 -0.044 0.081 0.08
H -10.6493 6.0211 -8.2594 -0.173 -0.006 -0.144 0.10
H -12.5131 4.3059 -5.4695 -0.125 0.259 0.009 0.10
H -13.1300 3.6460 -7.0125 -0.539 -0.079 0.507 0.09
H -13.0529 5.3966 -6.8388 0.093 0.083 0.413 0.09
Br -9.5994 13.1520 -4.7842 0.004 0.143 0.459 0.63
C -9.8338 13.7336 -2.9466 -1.291 0.532 0.932 -0.74
C -8.5880 14.2067 -2.2928 1.757 -0.228 0.042 -0.69
Br -8.6997 14.1836 -0.3142 -0.189 0.218 -0.780 0.59
H -10.3449 12.9916 -2.3331 0.265 -0.448 -0.498 0.05
H -10.4939 14.5999 -2.9037 -0.312 -0.169 -0.627 0.06
H -8.3246 15.2027 -2.6487 -0.074 0.057 0.426 0.06
H -7.7229 13.5775 -2.5021 -0.179 -0.110 0.048 0.04
Br -22.9596 10.0684 3.2603 -0.032 -0.326 -0.502 0.58
C -22.5395 10.1750 1.3563 1.997 -0.942 -0.849 -0.68
C -21.7980 8.8653 0.7354 -1.408 1.050 -0.036 -0.62
Br -21.1116 9.2807 -1.0842 -0.331 0.065 0.664 0.55
H -21.8444 11.0120 1.2893 -0.046 -0.125 0.005 0.03
H -23.4202 10.4521 0.7769 -0.027 -0.436 0.225 0.05
H -22.5440 8.0886 0.5667 0.105 0.078 0.073 0.04
H -20.9401 8.4141 1.2339 -0.252 0.638 0.416 0.04
Br -15.8682 13.1414 -2.8105 -1.040 0.205 -0.899 0.53
C -16.7567 13.5515 -4.5975 -0.059 0.811 1.797 -0.63
C -15.7538 13.2912 -5.6257 1.060 0.036 -1.141 -0.76
Br -15.6247 11.3958 -6.0401 -0.061 0.225 -0.303 0.61
H -16.9840 14.6175 -4.6034 0.255 0.089 0.420 0.06
H -17.7313 13.0760 -4.7086 0.428 -0.556 0.231 0.07
H -14.7369 13.5907 -5.3725 -0.212 -0.122 0.475 0.04
H -15.9592 13.9389 -6.4780 -0.355 -0.682 -0.576 0.07

Record 2
95
Properties=species:S:1:pos:R:3:forces:R:3:lowdin_charge:R:1 method="wB97M-V/def2-TZVPD" homo_ev=-15.2 lumo_energy_ev=-8.90 total_charge=+3
Ta 0.6324 -0.8594 -0.0067 3.218 0.601 -0.748 1.53
Te 0.2506 3.5060 -0.4686 -0.081 -0.010 0.070 1.34
C -1.5681 4.4166 0.2174 0.226 0.908 -0.224 -0.55
C -2.8186 4.3638 -0.4100 0.237 0.706 0.872 -0.14
C -3.7877 5.2812 -0.0154 -0.303 0.086 0.550 -0.12
N -3.5496 6.3078 0.8310 0.318 -0.221 -0.916 0.09
C -2.2985 6.4953 1.2476 -0.255 -1.501 0.695 -0.10
C -1.3068 5.4917 1.0790 0.602 0.420 -0.378 -0.13
C 0.2005 1.2954 -0.2314 -0.621 0.113 0.046 -0.98
P 0.2017 0.8873 1.6476 -0.703 -0.299 -1.205 0.91
C -1.4418 1.1596 2.3303 0.394 -0.007 0.748 -0.35
C -1.5136 0.8997 3.7296 -0.544 0.788 -1.115 -0.08
C -2.5000 1.5309 4.4489 -1.418 1.353 -0.935 -0.03
C -3.4431 2.4102 3.8135 1.381 -1.439 -1.527 0.01
C -3.4501 2.5127 2.4044 0.061 -0.299 1.758 -0.04
C -2.4468 1.8747 1.6862 -0.016 0.358 -0.445 -0.10
C 1.4360 1.5362 2.7935 0.065 -0.909 -1.838 -0.36
C 1.4668 2.8154 3.2774 -1.198 1.300 0.795 -0.08
C 2.2095 3.0752 4.4097 0.605 -0.525 -0.062 -0.03
C 3.0831 2.1164 4.9322 -1.190 0.464 -0.255 0.00
C 3.0813 0.8496 4.3721 0.674 0.932 0.494 -0.05
C 2.3201 0.5695 3.2841 -0.295 -0.722 -0.821 -0.11
P -0.6023 0.5066 -1.6529 2.110 -0.730 0.392 0.82
C -0.0840 0.6855 -3.4418 -1.251 -0.166 0.495 -0.34
C -0.9338 -0.0610 -4.3076 0.472 -0.424 1.191 -0.11
C -0.8439 0.0497 -5.6680 0.177 -0.035 -0.687 -0.06
C 0.0904 0.9040 -6.2390 0.549 0.729 1.238 -0.03
C 0.9040 1.6811 -5.3821 -0.310 -0.225 -1.546 -0.04
C 0.7876 1.5857 -3.9984 0.721 0.420 -0.466 -0.10
C -2.3093 0.3483 -1.8183 -0.953 0.189 -0.398 -0.44
C -2.9009 -0.8483 -1.4448 0.544 -0.913 0.448 -0.11
C -4.2050 -1.1216 -1.7257 -1.666 0.572 -0.038 -0.05
C -4.9613 -0.1375 -2.3496 -0.885 -0.177 -1.207 -0.02
C -4.3463 0.9956 -2.8693 -0.406 0.351 0.121 -0.04
C -3.0134 1.2458 -2.6212 -1.228 -0.905 0.736 -0.10
H -3.0723 3.6432 -1.1396 -0.134 -0.751 -0.627 0.07
H -4.8358 5.1525 -0.3528 0.779 0.272 0.122 0.13
H -2.1408 7.3524 1.8975 0.180 -0.040 -0.229 0.12
H -0.2873 5.6027 1.5122 -0.993 0.059 -0.183 0.09
H -0.7895 0.2409 4.1584 0.320 -0.049 0.554 0.09
H -2.6133 1.4664 5.4996 0.243 -0.453 0.894 0.11
H -4.1737 2.9500 4.3666 -0.351 0.230 0.563 0.11
H -4.2019 3.1272 1.9228 0.128 -0.118 -0.104 0.11
H -2.4538 2.0562 0.6141 0.343 -0.327 0.163 0.07
H 0.8268 3.6436 2.9309 0.136 -0.798 -0.080 0.11
H 2.0324 4.0054 4.8918 0.420 0.746 0.299 0.11
H 3.6801 2.3759 5.7793 0.284 -0.095 0.429 0.12
H 3.7029 0.0969 4.7692 0.751 -0.707 0.381 0.11
H 2.4987 -0.3961 2.8019 -0.658 0.353 0.154 0.08
H -1.6510 -0.7549 -3.8837 -0.012 0.105 -0.105 0.11
H -1.5158 -0.5044 -6.3092 -0.039 -0.114 0.068 0.13
H 0.1420 1.0099 -7.3065 0.125 0.090 -0.249 0.12
H 1.5779 2.4031 -5.8666 -0.237 -0.332 0.560 0.13
H 1.3779 2.2622 -3.4137 0.200 0.147 0.435 0.09
H -2.3386 -1.6759 -1.0290 0.314 0.290 0.294 0.09
H -4.7051 -2.0386 -1.4464 0.298 -0.145 0.054 0.12
H -6.0200 -0.2977 -2.6348 0.740 -0.044 0.528 0.14
H -4.9114 1.7061 -3.4736 0.072 -0.256 0.163 0.13
H -2.6213 2.0877 -3.1003 1.080 1.188 -0.347 0.11
F 5.9611 -0.1006 1.0362 -0.016 -0.596 0.334 0.25
B 6.8614 -1.0439 0.7523 -2.867 1.042 -0.944 -0.85
F 2.5254 -0.7691 0.5175 -1.010 -0.057 -0.515 -0.44
F 8.0756 -0.7441 0.7681 2.789 -0.003 0.306 0.39
F 6.3754 -2.1622 0.2057 0.004 -0.507 0.333 0.23
N 2.0994 -2.1245 -4.2155 -1.141 -0.081 0.169 0.17
C 3.0964 -2.8864 -3.4493 1.454 0.730 1.019 -0.19
P 2.1946 -3.5950 -2.0157 0.921 0.524 0.809 0.44
O 1.3066 -4.6052 -2.5556 -0.661 -0.743 -0.158 -0.25
O 1.6050 -2.3836 -1.2594 0.026 0.233 0.215 -0.47
C 3.6963 -4.2734 -1.0523 -0.126 0.609 0.387 -0.12
N 3.8099 -3.8325 0.4282 -0.715 -1.867 -0.725 0.17
H 1.5400 -1.4998 -3.6188 0.159 0.152 0.070 0.12
H 1.4174 -2.7935 -4.5770 -0.184 -0.164 -0.238 0.17
H 2.4230 -1.5716 -4.9903 0.567 0.313 -0.583 0.17
H 3.9777 -2.2632 -3.1458 -0.991 -0.167 -0.382 0.13
H 3.4778 -3.6990 -4.0458 0.001 -0.278 -0.351 0.12
H 4.5931 -3.8899 -1.5422 -0.016 0.043 0.040 0.09
H 3.7767 -5.3707 -1.0818 -0.404 0.382 0.077 0.13
H 2.9825 -4.2585 0.9207 1.043 0.647 -0.127 0.15
H 3.8115 -2.8243 0.5614 -0.094 0.366 -0.071 0.12
H 4.6957 -4.2390 0.7865 -0.641 0.390 0.092 0.18
C -2.0337 -3.1142 2.4856 -0.461 0.411 -0.826 0.06
C -0.6969 -3.1392 1.7067 -0.845 -0.064 -0.285 -0.29
O -0.4960 -2.0810 0.7446 -1.210 -1.869 1.434 -0.29
C -0.5820 -4.5313 0.9692 -1.198 0.753 0.883 -0.61
F -1.4853 -4.6508 0.0071 0.247 0.580 -0.508 0.20
F 0.6230 -4.7984 0.4969 0.994 0.178 -0.660 0.17
F -0.8682 -5.4427 1.8628 -0.034 -1.025 0.817 0.21
C 0.3544 -3.0054 2.7977 0.699 0.061 0.500 -0.57
F 0.2526 -1.8357 3.4516 -0.188 -0.321 -0.266 0.15
F 0.2811 -3.9879 3.6808 0.226 0.185 -0.143 0.21
F 1.6095 -3.0176 2.2708 0.300 0.043 -0.167 0.11
H -2.8141 -3.6822 1.9789 0.089 0.162 -0.184 0.11
H -2.3803 -2.0862 2.6245 0.170 -0.100 -0.048 0.11
H -1.9128 -3.5816 3.4541 0.097 0.004 0.118 0.11

Record 3
22
Properties=species:S:1:pos:R:3:forces:R:3:lowdin_charge:R:1 method="wB97M-V/def2-TZVPD" homo_ev="-12.2 / -12.2" lumo_energy_ev="-6.14 / -4.07" total_charge=+1
C 1.9767 -1.8106 -0.7681 -1.353 3.258 0.906 0.00
C 0.5882 -1.8691 -0.6510 1.176 1.154 0.280 0.02
C 2.6194 -0.5861 -0.4530 -2.322 0.523 0.631 0.01
C -0.0778 -0.6705 -0.2928 -2.547 -3.691 -1.265 -0.24
C 0.5746 0.3980 -0.0336 3.306 3.747 1.111 0.12
C 1.9449 0.5670 -0.0014 -0.856 -1.520 -0.517 -0.25
C -1.5482 -0.6461 -0.0964 1.686 0.017 0.464 -0.33
C -2.0440 0.6727 0.1178 -1.029 -0.972 -1.090 0.05
C 2.6908 1.7561 0.4116 0.084 0.564 0.521 -0.04
N -2.1077 -1.7816 0.0266 -0.301 -0.319 -0.179 0.22
N -3.4779 0.8401 0.4765 0.617 2.490 -0.537 0.19
H 2.6334 -2.5172 -1.1025 0.999 -2.433 -0.652 0.08
H -0.0252 -2.7267 -0.6797 -0.263 -1.027 -0.508 0.10
H 3.6435 -0.4148 -0.3953 1.948 -0.565 -0.434 0.10
H -1.5948 1.5668 -0.2687 0.095 0.082 -0.151 0.12
H 2.0449 2.5969 0.6123 -0.169 0.357 -0.312 0.08
H 3.2192 1.6046 1.3434 0.279 -0.296 0.213 0.09
H 3.4116 1.9695 -0.3546 0.403 0.524 -0.255 0.09
H -3.0510 -1.7307 0.3290 -1.379 -0.170 0.306 0.05
H -4.2930 0.6858 -0.1463 0.919 0.226 -0.767 0.19
H -3.4283 1.8785 0.7109 -1.140 -1.662 0.433 0.21
H -3.6993 0.2173 1.2154 -0.151 -0.285 1.805 0.14